Record 1
The following is a quantum chemistry calculation of a 5-piece molecular cluster, C22H23N4O10 overall at a distorted geometry, from the Open Molecules 2025 dataset.

Last column: Mulliken charge in e.
CARTESIAN COORDINATES (ANGSTROEM)
C1 -3.6369 2.5471 -0.3611  -0.2069
C2 -1.0229 -1.6869 3.1699  0.0980
C3 2.3411 -4.0059 -2.7331  -0.3842
C4 -0.2349 -1.8429 4.4689  0.0561
O1 -1.1059 -1.7319 -0.4311  -0.5337
H1 3.6531 -5.0409 -3.8171  0.3423
H2 -2.3939 -2.1069 -2.2531  0.3005
O2 6.2171 -0.7539 -3.9101  -0.5728
C5 -2.7719 3.8791 -2.7611  -0.4542
H3 -2.2429 -4.4339 5.9429  0.3394
H4 2.7191 -0.5449 -1.7301  0.4488
C6 -3.8529 1.9101 -1.4811  0.0779
H5 -2.8959 -2.4549 2.1429  0.3459
C7 2.4101 2.2221 1.3439  -0.9878
C8 0.5431 3.2081 -0.0551  0.2991
H6 -3.6059 -4.0339 4.0519  0.5372
H7 -4.3559 0.8761 -1.4131  0.2443
C9 3.6001 -4.1419 -3.3151  -0.5343
H8 -0.2629 2.8121 -0.6851  0.2853
O3 -1.1299 6.2151 -2.4201  -0.5694
H9 0.2591 -3.0469 6.2169  0.3433
H10 -2.5969 4.2471 0.7889  0.3935
H11 -0.1519 0.7951 0.7909  0.6126
H12 3.2421 1.5761 1.3569  0.4276
C10 -2.2329 -1.2809 -0.5791  0.5702
O4 1.3821 -0.2349 3.6809  -0.5297
H13 -3.8809 1.9051 0.5829  0.0899
C11 -1.8709 -3.7009 5.2499  -0.3169
O5 -1.8629 6.5821 -0.4041  -0.5631
C12 -2.7519 -3.4959 4.0949  -0.6816
H14 2.9771 3.1721 1.3609  0.3212
H15 -2.7249 4.4341 -3.5911  0.5372
O6 -2.7889 -0.5559 0.3029  -0.7116
H16 1.1731 -2.6839 -1.4041  0.4608
H17 0.7021 0.6241 -0.9141  0.0363
C13 -2.4609 4.5991 -1.4021  0.0078
C14 4.5111 -3.0059 -3.5961  -0.2746
H18 -3.5369 2.2271 -4.0011  0.1809
O7 -3.0159 -1.7719 -1.5511  -0.5091
O8 0.8601 4.3221 0.3119  -0.6755
C15 2.9471 -1.4239 -2.3021  -0.2274
H19 1.4871 0.1101 0.6619  0.4656
O9 1.8631 -1.5609 5.3469  -0.5885
H20 2.0111 2.1571 2.4779  0.2167
N1 1.0931 -1.2049 4.4939  0.8511
N2 -1.8119 5.8341 -1.4301  0.9408
H21 1.5591 -4.7989 -2.7371  0.3646
C16 4.1971 -1.5649 -3.2121  0.0597
C17 1.9761 -2.6479 -2.1301  -0.4149
C18 0.7951 0.7241 0.2479  -1.1199
N3 5.1371 -0.4479 -3.3841  0.9056
C19 -0.4969 -3.0619 5.4059  -0.5635
N4 1.2261 2.1231 0.3829  0.1313
C20 -2.2909 -2.6029 3.0659  -0.1786
C21 -3.4439 2.5041 -2.7941  -0.5380
H22 -0.7689 -0.9229 2.4079  0.2024
O10 4.6621 0.6771 -3.2351  -0.5302
C22 -2.7939 3.7741 -0.1891  -0.1759
H23 5.4481 -3.2669 -4.1251  0.3482

Summary:
Energy above the lowest of the compared OMol25 structures with the same formula, charge and spin in kcal/mol: 423.3
Net charge: -1
Molar mass in g mol⁻¹: 503.4
Frontier orbital gap in eV: 6.24

Record 2
The following is a quantum chemistry calculation of an isolated ion of composition C4H7O2 and charge +1 at a distorted geometry, from the Open Molecules 2025 dataset.

Last column: Mulliken charge in e.
CARTESIAN COORDINATES (ANGSTROEM)
H1 0.4918 0.3016 2.4156  0.4155
H2 0.6054 -2.0517 2.0554  0.3209
H3 -1.2644 1.8463 -1.8176  0.3722
C1 0.9992 -1.4068 1.4250  -0.2328
O1 -0.1800 0.5063 -0.7297  -0.2153
H4 -0.3613 0.5679 -2.6598  0.2647
H5 -1.8384 -0.0168 -1.7595  0.3571
H6 1.6190 -1.9058 0.8140  0.3234
C2 -0.6411 0.6866 0.3956  0.7246
C3 0.6545 -0.0452 1.4546  -0.7447
C4 -1.1224 0.8360 -1.8489  -0.6621
H7 1.4052 0.5371 1.0857  0.3706
O2 -1.5700 1.0547 0.9801  -0.2940

Summary:
Energy above the lowest of the compared OMol25 structures with the same formula, charge and spin in kcal/mol: 75.8
Net charge: +1
Molar mass in g mol⁻¹: 87.1
Frontier orbital gap in eV: 9.15

Record 3
The following is a quantum chemistry calculation of C16H25N2O8Pm as an isolated structure at a distorted geometry, from the Open Molecules 2025 dataset.

Last column: Mulliken charge in e.
CARTESIAN COORDINATES (ANGSTROEM)
C1 6.2735 9.1941 6.7741  -0.4607
H1 5.7335 9.8389 7.4771  0.8567
N1 11.3698 6.4153 10.0338  -0.6776
H2 9.2137 8.4269 5.9143  0.6182
H3 6.2907 10.8435 5.3411  0.2667
H4 7.0638 10.6583 8.6171  -0.0980
O1 7.9230 5.0430 7.5348  -0.7531
N2 12.3822 8.0686 11.3763  -0.9843
C2 7.4821 9.0099 4.7021  -0.8701
C3 8.1456 8.4187 6.0318  -0.1333
O2 6.4746 7.4020 9.3496  -0.6022
O3 4.3791 7.5065 8.5213  -0.7768
O4 8.9919 6.8535 8.2823  -0.7031
H5 8.1643 9.7759 4.3339  0.3850
C4 8.0268 6.1408 13.0885  -0.7012
C5 7.5230 11.0105 9.5174  -1.0883
C6 6.0853 7.6688 6.9366  0.5356
C7 5.6003 7.4750 8.4044  0.0771
H6 9.2522 13.7917 8.7612  0.5546
H7 9.2150 12.0045 11.2458  0.3644
C8 7.8910 12.4566 9.5700  2.6359
H8 12.9334 7.2179 11.4181  0.1859
H9 6.6341 10.5819 10.3230  0.1474
H10 8.6367 5.6889 12.2677  0.1262
H11 8.8015 13.7498 11.1071  0.3650
H12 7.6234 12.5381 11.6540  0.4611
O5 10.6103 8.6076 9.9339  -0.5870
C9 6.6381 13.2496 9.4993  -1.7668
H13 6.8556 14.3251 9.4964  0.4382
C10 8.9541 12.8014 8.5042  -1.9469
H14 11.4822 5.8219 10.8125  0.2226
C11 8.1585 7.6733 13.1200  0.4909
O6 7.7253 9.2956 7.0494  -0.4333
Pm1 8.3860 8.7220 9.7985  1.4246
H15 10.5068 6.2959 9.5249  0.4116
C12 8.1823 6.2230 7.5060  0.0935
H16 6.0968 12.8972 8.6456  0.3353
H17 9.7773 12.1206 8.5306  0.2800
H18 6.0519 13.0049 10.3937  0.3669
C13 6.1677 9.7169 5.2996  -1.1710
C14 8.4232 12.6907 10.9784  -1.8817
C15 11.4414 7.7874 10.4982  0.8774
C16 7.4515 7.1180 6.4348  -0.0841
O7 7.7901 8.3343 14.1339  -0.7354
O8 8.5979 8.1950 12.0101  -0.4351
H19 7.3271 6.3961 5.6036  0.3691
H20 5.2194 7.2394 6.3901  0.3438
H21 8.4482 5.8148 14.0624  0.3011
H22 6.9498 5.9781 12.9595  0.2196
H23 8.3939 12.7253 7.6070  0.3684
H24 5.2296 9.4581 4.8088  0.4111
H25 7.3855 8.1416 3.9967  0.3561

Summary:
Net charge: -2
Molar mass in g mol⁻¹: 518.4
Frontier orbital gap (alpha / beta) in eV: 6.52 / 6.54
Spin multiplicity: 5

Record 4
The following is a quantum chemistry calculation of C33H27Cl2CrN5O5PS as an isolated structure at a distorted geometry, from the Open Molecules 2025 dataset.

Last column: Mulliken charge in e.
CARTESIAN COORDINATES (ANGSTROEM)
H1 -0.6061 -2.9463 0.8000  0.6537
O1 -0.6701 2.2135 -0.9388  0.3525
Cr1 -1.1839 0.1384 0.2437  0.4224
N1 -2.9610 -1.4611 6.3004  -0.6603
N2 -2.5301 -2.8213 -2.3839  0.3090
H2 2.3791 0.8594 -5.5318  0.4274
H3 6.3054 -0.9364 2.0107  0.3847
C1 -1.8572 -2.9112 3.9277  -0.7108
C2 1.6701 2.1856 -0.7710  -0.0678
S1 -3.3864 -0.2990 7.3290  0.1790
H4 4.3584 -0.1274 3.2986  0.4962
H5 -0.3605 4.7917 -1.5825  0.5830
N3 -1.2195 -1.2552 1.7760  0.5740
H6 -1.4181 2.6171 -1.4248  0.1260
C3 1.9032 -2.0519 -3.8715  -0.7485
N4 -3.0692 0.9952 6.4257  -0.6567
H7 -1.1813 -4.4936 2.6526  0.4834
H8 -3.2051 -1.9801 -0.6569  0.2768
C4 1.9695 0.6948 -3.4345  -0.2470
H9 -4.5439 -3.1569 -1.9214  0.3204
H10 -0.9750 -1.9970 -3.5075  0.2448
C5 1.7813 4.9056 -1.3301  -0.6463
C6 2.1509 -1.1852 -4.9297  -0.6151
O2 -3.2222 0.5825 -0.5951  -0.3506
C7 4.2884 -0.2616 2.2266  -0.6451
C8 -2.2318 1.3758 4.1392  0.1044
C9 5.2892 -0.8624 0.1260  -0.8398
H11 2.3202 -1.5781 -5.9246  0.3928
C10 -3.7845 -3.5273 -2.6065  -0.9312
H12 3.8011 2.3032 -0.5511  0.4879
H13 -3.6589 -4.5984 -2.4428  0.3592
C11 4.1077 -0.5575 -0.5360  -0.3528
C12 -1.0378 -2.5698 1.7172  -0.5652
H14 6.1495 -1.2062 -0.4349  0.4227
C13 -1.8308 0.7245 2.9757  -0.1100
C14 -2.6168 0.5549 5.2698  0.9080
H15 1.8858 -3.1228 -4.0383  0.5099
H16 -1.8685 -3.3228 -4.2947  0.3826
Cl1 -3.3280 1.0782 -2.0372  0.8940
P1 1.4212 0.3797 -0.6582  1.7531
H17 1.8235 5.9589 -1.5755  0.4291
H18 -2.1094 -3.5356 4.7761  0.5484
Cl2 1.7438 0.5881 2.4915  -0.2415
C15 0.5041 2.9098 -1.0250  -0.2102
H19 -4.1219 -3.3624 -3.6273  0.3455
C16 1.7237 -0.1672 -2.3723  0.3689
H20 -0.7001 -3.6704 -3.0046  0.2692
C17 0.5520 4.2620 -1.3298  -0.5557
H21 -1.3040 3.2481 0.9699  0.6331
H22 1.4811 -2.2116 -1.7691  0.3792
C18 3.1098 0.0281 1.5638  0.6683
N5 -1.5042 1.4047 1.8491  0.7039
C19 2.1822 0.1832 -4.7095  -0.7849
C20 2.9430 4.2131 -1.0177  -0.9082
H23 -2.5804 3.2864 5.0549  0.5507
H24 -1.9395 4.5308 2.9743  0.5090
C21 -2.3349 -2.0864 -1.3098  -0.2913
O3 -3.0981 2.5353 -1.9534  -0.7248
C22 2.8891 2.8520 -0.7521  -0.4917
H25 4.0475 -0.6632 -1.6110  0.4311
C23 -1.7070 -0.7319 2.9238  -0.1893
C24 -2.5477 -0.8655 5.1997  0.9300
C25 1.6790 -1.5442 -2.6020  -0.4071
C26 -2.0407 -1.5316 4.0177  0.1257
C27 -1.9242 3.4508 3.0123  -1.1628
C28 -1.4519 -2.9623 -3.3583  -0.8188
C29 -1.5619 2.7295 1.8801  -0.2879
C30 2.9946 -0.1018 0.1673  -0.5059
H26 2.0131 1.7646 -3.2725  0.3444
H27 3.8933 4.7299 -1.0067  0.4410
C31 -1.3468 -3.4308 2.7614  -1.1700
O4 -1.2470 -1.5337 -1.0502  -0.0308
O5 -2.2024 0.4896 -2.7611  -0.5106
C32 5.3795 -0.7091 1.4976  -0.5185
C33 -2.2713 2.7723 4.1538  -0.7685

Summary:
Energy above the lowest of the compared OMol25 structures with the same formula, charge and spin in kcal/mol: 0.0
Net charge: +1
Molar mass in g mol⁻¹: 759.6
Frontier orbital gap (alpha / beta) in eV: 6.77 / 7.38
Spin multiplicity: 5